Entry 1:
{"formula": "C12H36K5O16P", "method": "ωB97M-V/def2-TZVPD", "species": ["H", "C", "H", "O", "H", "O", "C", "H", "O", "H", "K", "H", "H", "H", "H", "H", "C", "P", "O", "O", "O", "H", "C", "H", "O", "O", "H", "H", "C", "O", "K", "C", "H", "H", "H", "C", "O", "C", "H", "C", "H", "H", "K", "H", "H", "H", "O", "H", "H", "H", "H", "O", "C", "K", "O", "H", "O", "H", "H", "C", "C", "H", "H", "H", "K", "H", "O", "O", "H", "H"], "coordinates": [[1.60442, 1.90980, -2.87274], [2.25197, -3.36266, -0.50879], [2.27737, -2.46006, 2.94191], [0.50875, 0.58222, 0.22930], [-2.93524, 1.19314, 0.65235], [-0.30941, 1.61500, 2.38175], [-2.00254, -4.97348, -1.12239], [-1.56019, -4.56678, -2.99356], [-1.24078, -3.17313, 0.41803], [1.92337, -4.29803, -0.96726], [-1.66795, 1.92969, -3.86950], [0.67582, 5.44751, -2.56852], [3.58003, -4.37041, 0.76456], [0.21934, 2.76057, -1.82314], [-2.35246, -6.00052, -0.98548], [1.27087, -0.20652, 1.62122], [1.45472, -1.75374, 2.77225], [-0.39022, 0.26811, -0.96480], [0.15126, 1.09530, -2.18211], [1.63962, 2.81871, 0.61762], [-3.33229, 2.76932, -1.49759], [1.08650, 3.67057, -4.27561], [-4.41937, 2.90419, -0.58526], [0.70535, -2.15283, 4.80108], [-0.38766, -1.27681, -1.27928], [-0.11184, 3.65173, -2.01650], [4.58815, -4.54770, -1.27450], [-4.85973, 3.90245, -0.58045], [1.37686, 3.24768, 1.95092], [-1.86306, 0.71168, -0.60788], [-2.91405, -1.22297, -1.77661], [-1.28125, -4.58004, 0.16710], [1.65908, -3.13853, 0.38917], [-0.26501, -4.97063, 0.24452], [1.77793, -0.72457, 4.60767], [-0.10603, 3.01172, 2.32430], [-0.26034, -0.56890, 3.98201], [1.03513, 4.46860, -2.26236], [1.73089, 4.47858, -1.42518], [-3.97263, 2.75343, 0.90098], [-0.67927, 3.57384, 1.57567], [3.88463, -2.61363, 0.73475], [2.96911, 0.47322, -0.78124], [0.07090, 0.33350, 3.83997], [-4.67776, 3.12920, 1.63455], [-5.19445, 2.16560, -0.80588], [2.00359, -0.61055, 2.10131], [-2.88840, -4.39212, -1.40051], [-0.98091, -2.68334, -0.38660], [-2.90064, 1.93836, -1.21460], [-3.00049, 3.25366, 0.96312], [-3.70344, 1.36066, 1.21417], [1.78473, 3.79443, -3.43536], [0.18607, -1.18341, -3.86498], [2.15538, -2.31668, -1.46071], [2.01947, 2.73837, 2.67714], [2.32409, 2.54227, -3.00859], [0.70322, -2.29631, 2.19631], [1.26794, -1.92526, -1.42848], [0.98464, -1.31793, 4.15773], [3.63439, -3.47998, 0.12950], [-1.84481, -5.02312, 0.99027], [2.61387, 4.37998, -3.83419], [-0.14126, 1.20333, 1.52082], [-1.97442, -0.86220, 1.70885], [1.25229, 1.92677, 0.48485], [-1.09602, -4.94145, -2.24453], [4.67607, -3.71965, -0.79844], [-0.33353, 3.40211, 3.31747], [1.59966, 4.30862, 2.09038]], "forces_ev_per_a": [[-0.13, 0.31, 0.05], [0.25, 0.22, 1.14], [0.03, 0.05, -0.23], [-0.34, -1.54, -0.83], [0.16, -0.11, 0.05], [-1.20, -0.03, 0.61], [0.79, -0.71, -0.22], [-0.07, -0.34, -0.22], [-0.60, 0.28, -0.36], [0.11, -0.09, 0.09], [-0.15, 1.32, 0.52], [0.12, 0.15, 0.26], [-0.21, 0.25, 0.49], [-0.22, 0.29, 0.32], [0.03, -0.02, -0.11], [0.12, 0.18, -0.12], [1.40, 0.04, 1.24], [-0.36, 1.35, 0.55], [-0.71, -2.37, -0.20], [0.46, 0.32, 0.12], [-0.33, -0.39, -0.07], [-0.04, -0.16, 0.03], [-0.42, 0.31, 1.73], [0.35, -0.12, -0.05], [-0.36, 1.14, -0.78], [-0.03, 0.48, 0.02], [-0.29, -0.17, 0.21], [0.16, 0.06, -0.86], [-0.60, 0.21, 0.78], [1.48, -1.30, -1.08], [-0.99, -0.49, 0.21], [-0.79, 0.27, 0.17], [-0.56, -0.08, -0.42], [-0.07, -0.24, -0.49], [-0.15, 0.11, 0.16], [1.64, 0.42, -0.21], [1.39, 0.11, 0.24], [0.28, -0.98, -1.45], [-0.28, 0.27, 0.31], [0.76, -1.01, -1.09], [-0.40, -0.50, 0.02], [0.10, 0.15, -0.12], [0.45, 0.13, 0.18], [-0.77, 0.13, -0.23], [-0.13, 0.08, -0.17], [-0.14, 0.08, 0.03], [-0.24, -0.80, -0.21], [-0.03, 0.25, 0.65], [0.61, -0.17, 0.31], [0.40, 0.49, -0.01], [-0.28, 0.44, 0.29], [-0.26, 0.25, -0.12], [-0.06, 0.55, 0.33], [0.84, -0.30, 0.06], [0.34, 0.80, -0.55], [-0.04, -0.26, -0.11], [0.24, -0.35, -0.25], [-0.29, 0.25, -0.07], [-0.22, -0.32, 0.54], [-1.60, -0.48, -0.88], [-0.07, -1.59, -1.21], [0.02, 0.11, 0.05], [0.05, 0.04, 0.28], [0.11, 0.40, -0.13], [0.15, 0.17, 0.98], [-0.05, 0.78, 0.29], [0.08, 0.57, 0.33], [0.45, 1.07, -0.11], [0.07, 0.07, -0.10], [0.06, 0.02, -0.59]], "orbital_gap_ev": 6.686, "total_charge": 2, "e_tot_ev": -136697.26791, "lumo_ev": -7.2}

Entry 2:
{"formula": "C12H36N2O7", "method": "ωB97M-V/def2-TZVPD", "species": ["H", "H", "H", "H", "O", "O", "H", "H", "H", "H", "H", "H", "O", "H", "H", "C", "C", "C", "O", "H", "H", "C", "O", "N", "H", "C", "H", "H", "H", "O", "H", "H", "H", "C", "H", "H", "H", "C", "C", "H", "H", "C", "H", "C", "H", "C", "H", "H", "N", "H", "O", "H", "H", "H", "C", "H", "H"], "coordinates": [[25.04131, 3.51592, 12.19530], [26.34496, 4.02613, 9.67293], [24.08487, 4.46109, 10.94985], [22.75356, 5.91717, 12.03306], [22.66064, 2.44654, 10.12987], [25.68694, 4.27664, 9.00325], [25.54179, 5.23643, 9.15842], [25.49528, 4.29378, 7.06866], [23.10850, 0.70333, 9.07032], [23.68947, 1.58129, 11.73824], [24.11284, 4.64904, 6.49953], [19.45640, 5.02635, 15.05899], [24.90863, 4.14666, 6.29836], [25.58804, 6.05485, 11.71902], [25.34634, 7.42366, 7.27064], [24.08885, 3.64674, 11.68186], [27.82114, 4.47468, 11.74656], [21.77065, 5.55713, 13.92292], [20.55830, 5.19842, 13.32594], [27.61404, 0.67948, 9.97335], [28.81613, 2.61107, 11.55244], [22.90889, 5.33482, 12.94991], [25.66765, 7.07169, 9.27501], [23.06705, 3.89976, 12.72283], [21.89808, 0.53978, 10.39016], [27.46029, 1.61699, 9.43422], [27.13304, 8.23160, 10.26924], [25.30286, 8.89402, 8.34787], [21.98860, 5.03519, 14.86227], [27.15744, 2.67416, 10.33889], [22.20149, 3.50588, 12.36435], [21.50761, 1.41076, 8.87297], [25.44900, 8.31267, 10.86626], [23.80839, 2.34410, 10.95543], [21.74802, 6.63793, 14.15055], [28.65260, 4.84803, 12.36284], [29.00936, 3.62242, 10.13046], [26.52451, 6.53281, 11.43313], [26.21768, 7.65695, 10.44538], [26.80720, 8.14050, 7.91807], [28.28255, 1.91791, 8.78594], [25.75576, 7.91642, 8.14837], [28.25966, 6.07907, 10.55409], [19.40043, 5.50527, 14.08087], [26.55981, 1.46489, 8.83865], [28.28310, 3.31191, 10.89004], [27.07194, 4.15253, 12.46460], [26.91370, 7.05425, 12.32136], [27.43719, 5.56353, 10.84323], [24.73318, 1.60574, 6.97038], [25.05151, 1.50718, 7.87299], [23.80051, 5.72429, 13.45189], [18.56178, 5.15268, 13.48371], [25.15305, 2.42027, 8.18062], [22.28689, 1.19372, 9.60293], [19.28794, 6.59442, 14.12955], [24.62411, 2.02810, 10.29961]], "forces_ev_per_a": [[0.24, 0.31, -0.30], [-0.11, -0.15, -0.33], [0.37, -0.03, 0.02], [-0.08, -0.02, -0.09], [0.03, 0.21, 0.53], [-0.61, 0.78, -0.46], [0.19, -0.61, -0.23], [-0.39, -0.13, -0.14], [0.05, 0.07, 0.19], [-0.24, -0.20, -0.13], [0.03, -0.08, 0.06], [-0.27, 0.14, 0.14], [0.30, 0.15, 0.04], [0.05, -0.20, -0.02], [-0.32, -0.02, 0.18], [-0.79, -0.40, 0.15], [1.38, 0.66, -0.52], [0.27, 1.24, -0.04], [-0.17, -0.57, -0.22], [0.57, 0.08, 0.08], [0.03, -0.09, -0.13], [-0.37, -0.74, 0.65], [0.23, 0.28, -0.22], [0.40, 0.07, -0.78], [-0.02, -0.07, -0.02], [-0.68, 0.10, 0.11], [-0.02, 0.02, -0.42], [-0.39, -0.17, -0.15], [-0.26, -0.25, -0.05], [0.45, 0.12, 0.33], [-0.16, 0.32, 0.13], [-0.13, -0.18, 0.07], [0.22, 0.23, 0.17], [0.18, -0.14, -0.08], [-0.04, -0.07, 0.13], [0.12, -0.45, 0.11], [-0.20, 0.16, -0.18], [-0.14, 0.70, -0.20], [-0.57, -0.82, 0.30], [0.02, -0.16, 0.04], [0.21, -0.28, -0.01], [0.75, 0.45, 0.03], [0.17, -0.28, -0.09], [0.49, 0.20, -0.79], [0.70, -0.07, 0.12], [0.40, -0.80, 1.29], [-0.49, 0.18, -0.37], [0.09, -0.25, 0.20], [-0.93, 0.42, 0.72], [-0.03, 0.12, -0.07], [-0.48, -0.05, -0.37], [0.15, -0.07, -0.14], [-0.07, -0.27, 0.26], [-0.28, 0.25, -0.08], [-0.20, 0.17, -0.28], [0.05, 0.01, 0.49], [0.28, 0.19, 0.37]], "smiles": "COCCNCCOC.COCCNCCOC.O.O.O", "orbital_gap_ev": 9.270, "e_above_lowest_kj_mol": 0.0, "total_charge": 0, "e_tot_ev": -30338.03271, "lumo_ev": 0.7}

Entry 3:
{"formula": "C12H36O12", "method": "ωB97M-V/def2-TZVPD", "species": ["C", "H", "C", "H", "C", "C", "O", "H", "H", "H", "O", "H", "O", "H", "O", "H", "H", "H", "H", "H", "H", "H", "C", "O", "O", "H", "H", "O", "H", "O", "C", "C", "H", "H", "C", "H", "H", "H", "C", "O", "C", "C", "C", "H", "H", "O", "H", "H", "H", "H", "H", "H", "O", "H", "O", "H", "H", "H", "H", "H"], "coordinates": [[-0.06108, 5.28380, 1.78705], [-0.76324, 4.44364, 1.71968], [3.90279, 1.00903, -4.35778], [0.41203, 5.11134, 2.75461], [-0.20993, 1.14741, -0.09080], [-2.07784, -2.34388, -2.66679], [-3.70185, -1.62614, -0.94050], [-0.01553, -0.50509, -1.18052], [2.72204, 2.27814, -3.17404], [-0.69865, -3.22994, 5.02580], [4.48233, 2.09386, -5.05983], [-1.60268, 6.72377, 2.29642], [-2.85628, -1.51316, 3.19045], [-2.24492, -2.70777, -3.69621], [-0.97302, 7.08698, 0.37252], [-1.00061, 1.49707, -0.77324], [3.01147, 0.67157, -4.91063], [4.60078, 0.16985, -4.32550], [2.81916, 0.61286, -2.56000], [1.99815, -2.49911, -0.75242], [0.67363, 4.89793, -0.02237], [-0.58776, 6.43853, -0.22508], [-0.68286, 6.66409, 1.70449], [-0.01935, -2.24847, 3.29380], [-0.84836, -1.59146, -2.65220], [-1.22783, 1.28653, 1.75366], [-0.13387, -2.18387, -2.89868], [0.55808, 0.23817, -0.88841], [-0.13105, -3.68270, -0.69254], [0.99380, 5.13519, 0.85260], [0.64387, -3.96734, 0.03624], [-0.95346, -2.41052, 4.35136], [-1.94695, -3.25779, -2.07799], [0.38442, 2.00810, 0.21832], [3.38812, 1.42848, -2.99813], [0.07449, 0.07184, 1.76438], [-2.93694, -1.29836, -0.43009], [1.26873, -4.78339, -0.32946], [-3.33032, -1.58038, -2.32905], [2.61513, -2.93326, 1.06769], [-0.73050, 0.49928, 1.16227], [1.49300, -2.72470, 0.19367], [-2.35162, -2.68729, 3.81233], [-0.63693, -4.94437, 1.19982], [-1.89386, -1.03723, 1.61853], [4.46447, 1.77075, -2.14793], [-3.28853, -0.52293, -2.60588], [5.43332, 2.01356, -5.11241], [-2.34825, -3.50249, 3.08345], [-0.95056, -1.43602, 4.83111], [-2.91732, -2.97792, 4.71197], [-3.77929, -1.67369, 2.95947], [-1.68176, -0.48214, 0.84491], [2.24037, -3.09715, 1.94889], [-0.03239, -4.20013, 1.28487], [0.89014, -1.85199, 0.45388], [0.01863, 7.36132, 2.18118], [4.76218, 2.64152, -2.43124], [-4.16177, -2.06973, -2.83301], [-0.07395, -3.01419, 2.68728]], "forces_ev_per_a": [[0.07, -0.74, 0.16], [-0.29, 0.27, -0.41], [-0.63, -0.46, -0.34], [-0.05, 0.42, 0.14], [-0.12, -0.80, -0.94], [0.54, -0.72, -1.43], [0.71, -0.13, -0.14], [0.15, 0.81, 0.15], [-0.11, 0.02, 0.22], [0.24, 0.09, 0.18], [-0.24, 0.47, -0.12], [0.02, -0.19, -0.11], [-0.22, -0.14, 0.10], [0.22, 0.14, 0.09], [-0.10, -0.36, 0.38], [-0.28, 0.20, 0.66], [0.27, 0.07, -0.19], [-0.02, -0.02, 0.32], [-0.01, 0.01, 0.25], [-0.45, -0.02, -0.12], [-0.08, -0.15, 0.12], [0.05, 0.27, -0.04], [0.03, 0.35, 0.31], [0.17, -0.39, -0.14], [-0.68, 0.24, 0.49], [0.19, -0.04, 0.07], [0.02, -0.04, -0.08], [0.19, -0.15, 0.28], [0.20, -0.39, -0.16], [0.33, 0.01, -0.22], [-0.61, 1.29, -0.18], [-0.19, 0.14, -1.43], [-0.37, 0.22, 0.36], [0.39, -0.15, -0.28], [0.56, -0.07, -0.59], [0.16, 0.06, -0.11], [-0.31, 0.17, -0.04], [-0.23, -0.29, 0.34], [-0.34, 0.19, 1.56], [-1.01, -0.05, 0.42], [-0.50, 0.69, 0.49], [1.24, -0.23, -0.12], [0.36, 0.09, 0.84], [0.11, 0.02, -0.05], [0.15, 0.45, 0.03], [-0.08, 0.24, 0.28], [0.25, -0.15, -0.50], [0.14, -0.19, 0.13], [0.09, -0.19, 0.15], [-0.14, -0.14, 0.54], [-0.39, 0.07, -0.42], [0.10, 0.15, -0.07], [-0.37, -0.96, -0.51], [0.32, 0.14, -0.19], [0.37, -0.46, -0.14], [0.05, -0.11, 0.26], [0.00, 0.08, -0.34], [0.11, -0.06, 0.08], [0.03, 0.12, -0.21], [-0.02, 0.30, 0.22]], "smiles": "OCCO.OCCO.OCCO.OCCO.OCCO.OCCO", "orbital_gap_ev": 9.921, "e_above_lowest_kj_mol": 67.9, "total_charge": 0, "e_tot_ev": -37594.51180, "lumo_ev": 0.2}

Entry 4:
{"formula": "C12H36O6", "method": "ωB97M-V/def2-TZVPD", "species": ["C", "H", "H", "H", "H", "H", "H", "H", "H", "C", "O", "O", "C", "C", "O", "O", "C", "H", "H", "C", "C", "H", "H", "H", "H", "H", "H", "H", "C", "C", "C", "O", "H", "H", "H", "H", "H", "H", "H", "H", "H", "C", "H", "C", "H", "H", "H", "H", "H", "H", "H", "H", "O", "H"], "coordinates": [[-8.36619, -8.93973, 13.82603], [-10.61091, -6.60820, 14.81952], [-9.36117, -6.22296, 18.17084], [-4.16409, -7.05504, 21.14967], [-5.64727, -3.87292, 23.07531], [-13.42130, -7.84285, 14.84322], [-8.52167, -6.08192, 11.73812], [-7.74401, -9.17546, 15.81261], [-8.04174, -6.07029, 17.07425], [-8.60307, -8.78175, 15.26938], [-3.21547, -5.92179, 23.52658], [-7.46260, -3.36835, 24.87522], [-2.93780, -5.46638, 22.17233], [-11.46295, -6.82397, 15.46415], [-9.76712, -9.59925, 15.54292], [-7.64389, -5.36979, 19.61489], [-4.20929, -6.00244, 21.42912], [-4.32422, -5.49479, 20.47142], [-11.66879, -5.84692, 15.90130], [-8.00602, -4.50428, 18.54562], [-7.70906, -4.92671, 13.40720], [-8.33191, -2.40221, 23.47643], [-12.26437, -9.24703, 13.46141], [-8.53785, -9.90745, 13.35471], [-6.70135, -5.55201, 19.61897], [-6.43051, -3.65743, 13.43015], [-8.56547, -5.26522, 13.99036], [-6.94874, -5.53588, 13.89598], [-7.30577, -2.72950, 23.64383], [-6.67424, -3.74584, 22.73286], [-7.97350, -5.15231, 11.89121], [-7.36879, -3.61726, 13.62920], [-2.43038, -5.95564, 24.07801], [-5.10949, -5.98288, 22.04341], [-7.09978, -4.74010, 22.86876], [-11.26628, -7.51584, 16.28314], [-7.35035, -8.60189, 13.62101], [-8.76579, -3.78265, 18.84578], [-7.73701, -2.66221, 25.46486], [-8.70351, -7.72971, 15.53626], [-6.76641, -1.79142, 23.77503], [-12.42791, -7.57285, 14.48492], [-7.09470, -4.00319, 18.21927], [-8.76280, -5.48157, 17.64133], [-1.90747, -5.60499, 21.84475], [-9.02318, -8.20193, 13.36549], [-8.60138, -4.34667, 11.51066], [-9.34973, -4.99258, 16.86383], [-10.44315, -9.08968, 15.09024], [-6.73641, -3.45549, 21.68409], [-3.07045, -4.38506, 22.20772], [-12.66272, -6.98071, 13.60043], [-11.73843, -8.69567, 14.04536], [-7.11198, -5.39065, 11.26746]], "forces_ev_per_a": [[0.74, 1.61, -1.58], [0.52, -0.39, 0.37], [-0.05, 0.54, 0.39], [0.55, -0.20, 0.13], [0.23, 0.19, -0.32], [0.10, -0.06, 0.79], [-0.48, -0.09, 0.28], [-0.23, -0.15, 0.43], [0.19, -0.19, 0.00], [-0.22, -2.18, 0.73], [0.62, -0.22, -0.29], [0.50, -0.32, 1.78], [-2.58, 0.39, 1.41], [-0.56, -0.64, -0.89], [1.14, 1.07, 1.13], [0.26, 0.27, 1.36], [1.38, -0.66, -0.86], [-0.28, 0.35, 0.08], [-0.99, -0.15, -0.25], [-1.03, -1.63, 0.28], [-0.65, -1.99, -0.83], [-0.14, -0.02, -1.53], [-0.09, 0.06, 0.06], [0.01, -0.07, 0.57], [-0.01, 0.18, -0.07], [0.16, 0.93, 0.09], [-0.60, 0.71, -0.10], [0.44, -0.62, -0.70], [-1.15, 0.20, 0.07], [0.21, 0.26, -0.09], [-0.21, -1.38, 0.72], [0.56, 1.43, 0.51], [0.18, 0.14, -0.15], [0.30, 0.75, 0.11], [-0.49, 0.21, -0.08], [0.51, 0.12, -0.08], [0.20, -0.05, -0.41], [0.42, 0.32, 0.63], [-0.07, -0.31, 0.51], [-0.27, 0.04, 0.17], [0.68, -0.05, -0.32], [-0.89, 1.88, 0.00], [-0.39, 0.04, -0.79], [0.92, 0.31, -1.90], [-0.29, -0.88, -0.34], [-0.10, -0.17, -0.65], [0.34, 0.07, -0.06], [-0.29, 0.18, 0.09], [-0.71, -0.56, -0.16], [0.20, -0.11, 0.02], [0.13, 0.30, -0.16], [0.18, 0.62, -0.01], [0.65, -0.92, -0.23], [0.42, 0.88, 0.14]], "smiles": "CCO.CCO.CCO.CCO.CCO.CCO", "orbital_gap_ev": 10.151, "e_above_lowest_kj_mol": 420.3, "total_charge": 0, "e_tot_ev": -25308.84485, "lumo_ev": 0.6}